ORCA calculation (the ωB97M-V functional and the def2-TZVPD basis) on an isolated ion of composition CHCl2O3S and charge -1 at a distorted geometry.

Geometry as ORCA input:
```
! wB97M-V def2-TZVPD RIJCOSX def2/J DEFGRID3
* xyz -1 1
O -1.0542 0.9663 1.0313
S -0.8775 0.3568 -0.3010
O -0.4232 1.3773 -1.2666
O -2.0900 -0.3243 -0.7876
C 0.8755 -0.3558 0.2573
Cl 1.9735 -0.5237 -0.9752
Cl 0.5495 -1.9154 1.0652
H 1.0463 0.4187 0.9766
*
```

Results
relative energy (zero: lowest compared OMol25 entry of this formula, charge and spin) = 0.626 eV
highest occupied orbital energy = -5.148 eV
structure (SMILES) = O=S(=O)([O-])C(Cl)Cl


ORCA calculation (the ωB97M-V functional and the def2-TZVPD basis) on a 2-piece molecular cluster, CHCl2O3S overall.

Geometry as ORCA input:
```
! wB97M-V def2-TZVPD RIJCOSX def2/J DEFGRID3
* xyz -1 1
C 0.0453 0.5191 -1.4627
O 0.9153 -1.7386 1.9114
O -1.3585 -0.8075 2.1511
O 0.4248 0.5427 1.0501
S 0.0806 -0.5327 2.0054
Cl -1.6104 0.6957 -1.8942
Cl 1.0610 1.7792 -2.0565
H 0.4419 -0.4580 -1.7045
*
```

Results
relative energy (zero: lowest compared OMol25 entry of this formula, charge and spin) = 2.512 eV
highest occupied orbital energy (spin up / spin down) = -3.485 / -4.825 eV


ORCA calculation (the ωB97M-V functional and the def2-TZVPD basis) on CHCl2OPS as an isolated structure at a distorted geometry.

Geometry as ORCA input:
```
! wB97M-V def2-TZVPD RIJCOSX def2/J DEFGRID3
* xyz 0 1
C -0.9461 -0.2799 -1.1550
O 0.0735 0.8274 1.4809
P 1.4439 0.8286 0.9835
S 0.5693 0.0770 -1.4715
Cl 2.2292 -0.9197 1.7270
Cl -1.8960 0.5706 -0.0860
H -1.4738 -1.1040 -1.4790
*
```

Results
relative energy (zero: lowest compared OMol25 entry of this formula, charge and spin) = 1.584 eV
highest occupied orbital energy = -9.513 eV


ORCA calculation (the ωB97M-V functional and the def2-TZVPD basis) on a single CHCl3 molecule at a distorted geometry.

Geometry as ORCA input:
```
! wB97M-V def2-TZVPD RIJCOSX def2/J DEFGRID3
* xyz 0 1
Cl -1.4009 -0.8812 -0.4250
C 0.0857 0.0475 0.0564
Cl 1.5485 -0.5620 -0.4335
Cl -0.2223 1.6585 -0.4069
H -0.0110 -0.2629 1.2089
*
```

Results
relative energy (zero: lowest compared OMol25 entry of this formula, charge and spin) = 0.607 eV
highest occupied orbital energy = -11.035 eV
structure (SMILES) = ClC(Cl)Cl


ORCA calculation (the ωB97M-V functional and the def2-TZVPD basis) on a single CHCl3N6 molecule at a distorted geometry.

Geometry as ORCA input:
```
! wB97M-V def2-TZVPD RIJCOSX def2/J DEFGRID3
* xyz 0 1
C 2.0320 -3.1420 0.7368
N -0.2919 -1.0040 -0.6787
N 0.4873 0.1282 1.1534
N 0.3492 -2.0213 -0.4197
N 1.1685 -0.6693 1.6568
N 0.0476 0.2006 -0.0912
N 1.5016 -1.9651 0.2345
Cl 2.1667 -4.3859 -0.5435
Cl 3.6457 -2.7978 1.3665
Cl 1.0296 -3.8315 2.0739
H -0.5998 0.9605 -0.2777
*
```

Results
relative energy (zero: lowest compared OMol25 entry of this formula, charge and spin) = 0.698 eV
highest occupied orbital energy (spin up / spin down) = -9.662 / -9.663 eV


ORCA calculation (the ωB97M-V functional and the def2-TZVPD basis) on a 2-piece molecular cluster, CHCl3O2P overall at a distorted geometry.

Geometry as ORCA input:
```
! wB97M-V def2-TZVPD RIJCOSX def2/J DEFGRID3
* xyz -1 1
C 0.9994 -1.1460 0.0625
O -3.4947 1.6101 -0.0348
O 1.1700 1.6930 -0.2698
P 0.1969 0.5948 -0.2836
Cl 2.5819 -1.2423 -0.5894
Cl 0.0775 -2.6115 -0.3704
Cl 1.1795 -1.0156 1.8701
H -2.7105 2.1174 -0.3845
*
```

Results
relative energy (zero: lowest compared OMol25 entry of this formula, charge and spin) = 3.946 eV
highest occupied orbital energy (spin up / spin down) = -2.442 / -2.447 eV


ORCA calculation (the ωB97M-V functional and the def2-TZVPD basis) on CHCl3O2P as an isolated structure at a distorted geometry.

Geometry as ORCA input:
```
! wB97M-V def2-TZVPD RIJCOSX def2/J DEFGRID3
* xyz -1 1
C -0.8821 -0.1814 0.0859
O 0.9648 1.8005 0.2646
O 1.6838 -0.4535 -0.7248
P 0.5231 0.8085 -0.7772
Cl -1.5599 -1.6250 -0.7644
Cl -2.0984 1.0473 0.0361
Cl -0.6102 -0.7162 1.7590
H 1.9790 -0.6802 0.1208
*
```

Results
relative energy (zero: lowest compared OMol25 entry of this formula, charge and spin) = 0.000 eV
highest occupied orbital energy = -3.794 eV


ORCA calculation (the ωB97M-V functional and the def2-TZVPD basis) on a 2-piece molecular cluster, CHCl3S overall at a distorted geometry.

Geometry as ORCA input:
```
! wB97M-V def2-TZVPD RIJCOSX def2/J DEFGRID3
* xyz 0 1
C -0.2450 -0.3804 -0.0947
S 1.2146 -0.4882 0.8291
Cl -0.9111 1.9746 0.2653
Cl -1.5548 -1.3003 0.5827
Cl -0.0898 -0.3744 -1.7127
H 1.5861 0.5687 0.1302
*
```

Results
relative energy (zero: lowest compared OMol25 entry of this formula, charge and spin) = 1.390 eV
highest occupied orbital energy (spin up / spin down) = -9.860 / -9.861 eV